1.
The following is a DFT calculation (ωB97M-V with the def2-TZVPD basis set) of a cluster of 2 separate species, C5H13N in total.

Geometry as ORCA input:
```
! RIJCOSX wB97M-V def2-TZVPD def2/J DEFGRID3
* xyz 0 1
C -1.4301 -0.9661 0.1592
C -0.6570 0.0026 1.0413
C -1.5211 0.4882 2.1997
N -0.7036 -1.2767 -1.0725
H -2.3781 -0.5085 -0.1318
H -1.6691 -1.8655 0.7410
H -0.2971 0.8320 0.4353
H 0.2204 -0.5084 1.4466
H -1.8874 -0.3575 2.7800
H -2.3715 1.0605 1.8424
H -0.9725 1.1323 2.8860
H -1.2301 -1.9441 -1.6209
H 0.1942 -1.6945 -0.8589
C 2.3005 0.9480 -2.2723
C 2.6106 0.9142 -0.9905
H 2.2102 0.0573 -2.8801
H 2.0975 1.8747 -2.7896
H 2.8081 -0.0221 -0.4895
H 2.6761 1.8338 -0.4255
*
```

Calculated values
- lowest unoccupied orbital energy (eV) = 1.186
- HOMO (Eh) = -0.3368
- SMILES = CCCN.C=C


2.
The following is a DFT calculation (ωB97M-V with the def2-TZVPD basis set) of the molecule C5H13N in a non-equilibrium geometry.

Geometry as ORCA input:
```
! RIJCOSX wB97M-V def2-TZVPD def2/J DEFGRID3
* xyz 0 1
C -1.3538 0.3621 -0.4534
N -0.1641 -0.3843 -0.0038
C 1.0851 0.3691 0.0170
C 2.0867 -0.3431 0.9255
C -0.0200 -1.6073 -0.8106
C -1.7746 1.4695 0.4973
H -1.2620 0.8519 -1.4360
H -2.1010 -0.4257 -0.5110
H 1.4597 0.4272 -1.0254
H 0.8581 1.4020 0.2736
H 2.9974 0.2147 1.1324
H 2.4024 -1.2994 0.5176
H 1.5120 -0.5016 1.8402
H -0.9225 -1.9568 -1.3038
H 0.7386 -1.4165 -1.5821
H 0.3379 -2.4420 -0.2067
H -2.7733 1.7981 0.1660
H -1.0534 2.2786 0.4455
H -2.0533 1.2036 1.5176
*
```

Calculated values
- lowest unoccupied orbital energy (eV) = 1.231
- HOMO (Eh) = -0.3087
- SMILES = CCN(C)CC


3.
The following is a DFT calculation (ωB97M-V with the def2-TZVPD basis set) of a cluster of 2 separate species, C5H13N in total in a non-equilibrium geometry.

Geometry as ORCA input:
```
! RIJCOSX wB97M-V def2-TZVPD def2/J DEFGRID3
* xyz 0 1
C 1.5029 0.2604 0.9812
C 1.5380 1.4939 0.0031
C 1.9397 1.4285 -1.5438
H 2.5623 -0.0822 0.8854
H 1.5053 0.6998 2.0087
H 0.8015 -0.5279 0.8228
H 0.5869 1.9966 0.1331
H 2.1885 2.2156 0.5074
H 1.9008 0.5298 -2.2053
H 2.9252 1.8176 -1.7128
H 1.3229 2.1797 -2.0428
C -2.2403 -2.7596 0.3680
C -1.9758 -1.4258 -0.0681
N -2.5386 -0.3803 0.5708
H -2.8288 -2.8441 1.3453
H -1.8576 -3.4684 -0.3797
H -1.4016 -1.2382 -1.0077
H -3.3413 -0.3997 1.3344
H -2.5900 0.5042 0.0000
*
```

Calculated values
- lowest unoccupied orbital energy (eV) = 0.930
- HOMO (Eh) = -0.2833
- SMILES = C=CN.CCC


4.
The following is a DFT calculation (ωB97M-V with the def2-TZVPD basis set) of a cluster of 2 separate species, C5H13N in total in a non-equilibrium geometry.

Geometry as ORCA input:
```
! RIJCOSX wB97M-V def2-TZVPD def2/J DEFGRID3
* xyz 0 1
C -0.2951 4.3136 -2.2498
C 0.6409 3.3561 -1.5190
C 0.0758 1.9232 -1.4474
H -1.3424 4.0731 -2.0673
H -0.1636 4.1805 -3.3270
H -0.0505 5.3493 -2.0221
H 0.9272 3.7056 -0.5217
H 1.6418 3.4371 -1.9660
H -0.6900 1.7872 -2.2097
H 0.7487 1.0744 -1.4988
H -0.3881 1.9517 -0.4620
C 0.4022 -3.7033 2.9627
C -0.9079 -5.2506 1.7802
N -0.8824 -4.2711 2.5567
H 1.0496 -3.3812 2.1561
H 1.0007 -4.3183 3.6355
H 0.0834 -2.7780 3.4387
H -1.8133 -5.5916 1.2771
H -0.0370 -5.8577 1.4839
*
```

Calculated values
- lowest unoccupied orbital energy (eV) = 1.048
- HOMO (Eh) = -0.3512
- SMILES = C=NC.CCC


5.
The following is a DFT calculation (ωB97M-V with the def2-TZVPD basis set) of a structure of composition C5H13N in a non-equilibrium geometry.

Geometry as ORCA input:
```
! RIJCOSX wB97M-V def2-TZVPD def2/J DEFGRID3
* xyz 1 2
C 4.0394 0.0826 0.7019
N 2.5875 -0.0470 0.5841
C -0.9095 0.5370 -0.1538
C -2.0156 -0.2946 0.1092
C -2.0445 1.2012 -1.0630
C -2.2038 -1.7836 -0.2262
H 4.2667 -0.0716 1.7651
H 4.3170 1.1291 0.5459
H 4.5876 -0.6558 0.1165
H 2.0765 -0.2866 1.4115
H -0.6399 1.4455 0.3649
H 2.1094 0.5978 -0.0180
H -2.7500 0.0830 0.8262
H -2.9008 1.6376 -0.5216
H -2.4640 0.5636 -1.8625
H -1.5321 1.9875 -1.6405
H -2.9491 -1.6886 -1.0214
H -2.3250 -2.3032 0.7179
H -1.2496 -2.1340 -0.6362
*
```

Calculated values
- <S²> = 0.75
- lowest unoccupied orbital energy (spin up / spin down) (eV) = -5.582 / -6.509
- HOMO (spin up / spin down) (Eh) = -0.4284 / -0.4273


6.
The following is a DFT calculation (ωB97M-V with the def2-TZVPD basis set) of a cluster of 2 separate species, C5H13N2 in total in a non-equilibrium geometry.

Geometry as ORCA input:
```
! RIJCOSX wB97M-V def2-TZVPD def2/J DEFGRID3
* xyz 0 2
C -0.1648 -2.5817 -0.8985
C 0.4569 -1.3463 -1.5997
C 0.6959 -0.1963 -0.6853
N -0.3632 3.3053 -0.3295
C -0.0221 2.0092 0.1634
C -0.1327 0.9040 -0.6475
N -0.2891 -0.4296 2.9701
H -0.2239 -3.3676 -1.6428
H -1.1682 -2.3607 -0.5504
H 1.3649 -1.6915 -2.0844
H -0.2894 -1.0202 -2.3308
H 1.6800 -0.1094 -0.2287
H -0.0510 0.1984 2.2182
H -0.8815 3.8378 0.3543
H 0.4538 3.7620 -0.7076
H 0.6673 1.9656 1.0112
H -0.7901 1.0522 -1.5081
H 0.4578 -2.9143 -0.0769
H -0.9642 -1.1455 2.7752
H -0.4365 0.1287 3.7979
*
```

Calculated values
- <S²> = 0.79
- lowest unoccupied orbital energy (spin up / spin down) (eV) = 1.071 / -0.083
- HOMO (spin up / spin down) (Eh) = -0.2710 / -0.3484


Number 1: calculated total energy -6884.9299 eV. Number 2: calculated total energy -6885.1974 eV. Number 3: calculated total energy -6883.6297 eV. Number 4: calculated total energy -6884.3662 eV. Number 5: calculated total energy -6873.3081 eV. Number 6: calculated total energy -8373.8500 eV.